# C5H10O

One molecule with the formula C5H10O at a distorted geometry (ωB97M-V/def2-TZVPD, the OMol25 dataset).

Last columns: bonded neighbours and bond lengths (Å).
CARTESIAN COORDINATES (ANGSTROEM)
1 C 2.389 0.222 -0.503  C2 1.524, H7 1.098, H8 1.094, H9 1.095
2 C 1.343 -0.264 0.493  C1 1.524, O3 1.413, H10 1.102, H11 1.096
3 O 0.175 0.531 0.478  C2 1.413, C4 1.422
4 C -1.042 -0.190 0.334  O3 1.422, C5 1.467, C6 1.434, H12 1.103
5 C -2.371 0.241 0.781  C4 1.467, C6 1.894, H13 1.113, H14 1.084
6 C -1.655 -0.026 -0.952  C4 1.434, C5 1.894, H15 1.104, H16 1.087
7 H 3.304 -0.378 -0.413  C1 1.098
8 H 2.650 1.267 -0.315  C1 1.094
9 H 2.029 0.138 -1.534  C1 1.095
10 H 1.101 -1.316 0.273  C2 1.102
11 H 1.751 -0.226 1.509  C2 1.096
12 H -0.953 -1.258 0.594  C4 1.103
13 H -2.834 -0.241 1.671  C5 1.113
14 H -2.747 1.250 0.650  C5 1.084
15 H -1.399 -0.744 -1.750  C6 1.104
16 H -1.743 0.995 -1.316  C6 1.087

Calculated values
Gap between HOMO and LUMO (eV): 10.02
Molar mass (g/mol): 86.13
Net charge: 0
Structure (SMILES): CCOC1CC1
Highest occupied orbital energy (Ha): -0.332